This record from the OMol25 dataset describes an isolated ion of composition C5H10N and charge +1 in a non-equilibrium geometry. The level of theory is the ωB97M-V functional and the def2-TZVPD basis.

Calculated values
ΔE to the lowest compared entry with this formula, charge and spin: 51.86 kcal/mol
E_tot: -6823.9832 eV
spin multiplicity: 3
total charge: +1
Kohn-Sham gap (spin up / spin down): 5.8 / 7.1 eV

```
16
C5H10N the ωB97M-V functional and the def2-TZVPD basis
C -2.565 -0.392 0.529
C -1.604 -0.825 -0.210
C 0.872 -1.011 -0.235
C -0.209 -0.303 -0.185
C -0.140 1.168 -0.008
N 2.222 -0.287 0.018
H -3.572 -0.751 0.439
H -2.381 0.334 1.342
H -1.654 -1.675 -0.973
H 0.906 -2.067 -0.422
H 0.529 1.666 -0.721
H 0.348 1.500 0.937
H -1.137 1.736 -0.350
H 2.227 0.588 -0.662
H 2.949 -0.964 -0.232
H 2.246 0.190 0.904
```